Run one
Computed, not measured: an isolated ion of composition C4H6NO3 and charge -1, with ωB97M-V/def2-TZVPD.

The lowest unoccupied orbital energy is 3.88 eV. Its net charge is -1. As for the HOMO energy: -0.15145 Eh. For the gap between HOMO and LUMO, the calculation gives 8.002 eV. Its structure (SMILES) is N[C@H](CC=O)C(=O)[O-].

Cartesian coordinates (Å):
O1 -0.324 -0.746 2.430
C1 -0.885 -0.306 1.406
O2 -2.083 -0.301 1.077
C2 0.114 0.372 0.381
C3 0.134 -0.253 -0.998
C4 1.162 -1.356 -1.113
O3 1.220 -2.208 -1.961
N1 -0.314 1.790 0.166
H1 1.019 0.302 0.983
H2 0.344 0.512 -1.752
H3 -0.848 -0.647 -1.288
H4 1.957 -1.215 -0.358
H5 -0.176 2.376 0.987
H6 -1.322 1.681 0.041


Run two
Computed, not measured: a 2-piece molecular cluster, C4H6NO3 overall, with ωB97M-V/def2-TZVPD.

The lowest unoccupied orbital energy is 4.06 eV. Its net charge is -1. As for the HOMO energy: -0.14219 Eh. For the gap between HOMO and LUMO, the calculation gives 7.932 eV.

Cartesian coordinates (Å):
C1 0.106 0.343 0.056
C2 3.087 -0.001 -0.008
C3 -1.048 1.454 0.123
C4 -1.403 -1.485 -0.179
N1 -0.097 -0.899 -0.129
O1 1.313 0.817 0.194
O2 3.284 -0.068 -1.162
O3 3.429 -0.041 1.114
H1 -1.814 0.992 -0.403
H2 -1.278 1.525 1.286
H3 -0.473 2.237 -0.308
H4 -1.778 -1.120 -1.179
H5 -1.953 -1.241 0.740
H6 -1.374 -2.513 -0.145


Run three
Computed, not measured: an isolated ion of composition C4H6NO3 and charge -1, with ωB97M-V/def2-TZVPD.

The lowest unoccupied orbital energy is 4.02 eV. Its net charge is -1. As for the HOMO energy: -0.14753 Eh. For the gap between HOMO and LUMO, the calculation gives 8.030 eV. Its structure (SMILES) is N[C@H](C=O)CC(=O)[O-].

Cartesian coordinates (Å):
O1 1.440 1.081 1.676
C1 0.301 0.871 1.291
C2 -0.011 0.756 -0.183
C3 -0.568 -0.647 -0.638
C4 -0.734 -1.722 0.447
O2 -0.719 -1.480 1.690
O3 -1.042 -2.848 0.039
N1 1.093 1.303 -1.056
H1 -0.568 0.784 1.963
H2 -0.934 1.415 -0.318
H3 -1.560 -0.599 -1.183
H4 0.107 -1.117 -1.279
H5 1.274 0.682 -1.855
H6 1.921 1.524 -0.594


Run four
Computed, not measured: an isolated ion of composition C4H6NO3 and charge -1, with ωB97M-V/def2-TZVPD.

The lowest unoccupied orbital energy is 0.50 eV. Its net charge is -1. As for the HOMO energy: -0.13469 Eh. For the gap between HOMO and LUMO, the calculation gives 4.160 eV.

Cartesian coordinates (Å):
C1 -1.030 -1.453 0.970
N1 2.095 1.697 -1.003
C2 -0.916 -0.277 0.047
C3 0.903 1.231 -1.118
C4 0.504 0.400 0.233
O1 -0.026 1.052 -1.913
O2 0.464 1.186 1.288
O3 -2.131 -2.314 0.965
H1 -0.789 -1.247 1.989
H2 2.336 2.343 -1.699
H3 -0.023 -1.998 0.647
H4 -1.754 0.370 0.248
H5 -1.103 -0.575 -0.953
H6 1.469 -0.415 0.302


Computed energies relative to the best structure, in kJ/mol: run one 0.0; run two 69.5; run three 43.1; run four 641.3


Run one
Computed, not measured: a 3-piece molecular cluster, C3H6INO2 overall, with ωB97M-V/def2-TZVPD.

The lowest unoccupied orbital energy is -0.38 eV. As for the HOMO energy: -0.35766 Eh. For the gap between HOMO and LUMO, the calculation gives 9.354 eV.

Cartesian coordinates (Å):
C1 -1.166 -1.239 1.047
C2 -0.612 0.094 0.522
C3 0.624 0.306 0.037
N1 1.089 1.657 -0.137
O1 2.193 1.750 -0.517
O2 0.390 2.577 0.169
I1 2.179 -1.138 -0.242
H1 -0.127 -0.268 -2.254
H2 -0.440 -2.008 0.765
H3 -1.062 -1.021 2.194
H4 -2.135 -1.702 0.761
H5 -1.254 0.924 0.615
H6 0.320 0.067 -2.959


Run two
Computed, not measured: a 2-piece molecular cluster, C3H6INO2 overall, with ωB97M-V/def2-TZVPD.

The lowest unoccupied orbital energy is -0.84 eV. As for the HOMO energy: -0.36289 Eh. For the gap between HOMO and LUMO, the calculation gives 9.030 eV. Its structure (SMILES) is C=C(I)[N+](=O)[O-].C.

Cartesian coordinates (Å):
C1 1.302 0.425 -1.769
C2 -2.094 -0.832 0.819
C3 1.484 0.188 -0.509
N1 1.121 1.056 0.599
O1 0.309 1.920 0.237
O2 1.566 0.939 1.687
I1 2.411 -1.582 0.118
H1 0.824 1.324 -2.011
H2 -2.714 -1.164 1.617
H3 1.531 -0.138 -2.559
H4 -1.230 -1.424 0.895
H5 -1.757 0.177 0.859
H6 -2.753 -0.889 0.017


Computed energies relative to the best structure, in kJ/mol: run one 85.8; run two 0.0


Run one
Computed, not measured: C40H56KNO5S5Si as an isolated structure, with ωB97M-V/def2-TZVPD.

The lowest unoccupied orbital energy is 3.54 eV. Its net charge is -2. As for the HOMO energy: -0.02874 Eh. For the gap between HOMO and LUMO, the calculation gives 4.324 eV.

Cartesian coordinates (Å):
K1 1.404 0.602 -0.094
C1 -2.346 0.702 -0.672
C2 -2.880 -0.170 0.463
C3 -4.355 -0.512 0.243
C4 -2.716 0.573 1.786
O1 -2.124 -1.372 0.591
Si1 -1.627 -2.484 -0.543
S1 0.238 -2.180 -1.302
O2 -1.838 -3.934 0.262
C5 -0.937 -4.928 0.732
C6 0.118 -4.326 1.658
C7 -1.800 -5.918 1.512
C8 -0.267 -5.640 -0.443
O3 -2.887 -2.448 -1.633
C9 -3.254 -3.281 -2.717
C10 -2.048 -3.727 -3.538
C11 -4.183 -2.440 -3.589
C12 -4.005 -4.495 -2.171
H1 -2.960 1.602 -0.771
H2 -2.366 0.159 -1.616
H3 -1.324 1.018 -0.460
H4 -4.966 0.392 0.310
H5 -4.682 -1.216 1.012
H6 -4.498 -0.974 -0.732
H7 -3.218 1.544 1.744
H8 -1.655 0.735 1.978
H9 -3.147 -0.008 2.607
H10 -0.368 -3.844 2.508
H11 0.710 -3.584 1.122
H12 0.780 -5.110 2.037
H13 -2.279 -5.409 2.351
H14 -1.195 -6.742 1.897
H15 -2.580 -6.322 0.863
H16 0.319 -4.925 -1.021
H17 -1.025 -6.086 -1.092
H18 0.391 -6.436 -0.082
H19 -1.491 -2.860 -3.893
H20 -2.384 -4.316 -4.396
H21 -1.365 -4.328 -2.940
H22 -3.646 -1.566 -3.961
H23 -5.037 -2.097 -3.002
H24 -4.549 -3.018 -4.442
H25 -3.357 -5.066 -1.507
H26 -4.345 -5.140 -2.987
H27 -4.872 -4.165 -1.595
S2 3.924 1.929 0.775
C13 4.445 3.138 -0.404
C14 5.637 3.826 -0.112
C15 6.158 4.830 -0.912
C16 5.483 5.176 -2.078
C17 4.311 4.510 -2.396
C18 3.747 3.498 -1.597
S3 2.197 2.849 -2.131
H28 6.151 3.544 0.800
H29 7.081 5.328 -0.631
H30 5.862 5.954 -2.734
H31 3.770 4.776 -3.297
O4 -0.128 2.559 0.913
S4 -0.702 3.888 1.251
C19 -0.477 4.062 3.066
C20 0.685 3.202 3.561
C21 0.175 1.893 4.162
C22 1.297 0.906 4.485
S5 1.102 -0.652 3.549
O5 0.544 -0.262 2.231
C23 -0.324 -1.288 4.445
C24 -0.246 -1.634 5.789
C25 -1.359 -2.169 6.418
C26 -2.534 -2.369 5.700
C27 -2.591 -2.041 4.354
C28 -1.481 -1.501 3.714
C29 0.473 5.161 0.797
C30 1.806 4.854 0.589
C31 2.682 5.890 0.272
C32 2.214 7.189 0.151
C33 0.866 7.478 0.346
C34 -0.013 6.457 0.668
H32 -1.422 3.755 3.522
H33 -0.334 5.127 3.249
H34 1.262 3.755 4.307
H35 1.366 2.982 2.733
H36 -0.508 1.429 3.445
H37 -0.400 2.109 5.067
H38 1.339 0.624 5.538
H39 2.276 1.288 4.189
H40 0.678 -1.493 6.339
H41 -1.309 -2.438 7.466
H42 -3.399 -2.796 6.191
H43 -3.493 -2.219 3.781
H44 -1.499 -1.273 2.654
H45 2.168 3.832 0.666
H46 3.726 5.658 0.099
H47 2.901 7.983 -0.115
H48 0.501 8.492 0.231
H49 -1.071 6.659 0.803
N1 1.173 0.034 -3.884
C35 2.050 -0.446 -4.825
C36 1.972 -1.771 -5.279
C37 2.823 -2.228 -6.272
C38 3.775 -1.391 -6.841
C39 3.864 -0.079 -6.382
C40 3.023 0.393 -5.391
H50 1.476 0.882 -3.406
H51 0.767 -0.654 -3.257
H52 1.245 -2.435 -4.827
H53 2.746 -3.260 -6.600
H54 4.442 -1.754 -7.614
H55 4.614 0.586 -6.795
H56 3.112 1.406 -5.014


Run two
Computed, not measured: C40H56KNO5S5Si as an isolated structure, with ωB97M-V/def2-TZVPD.

The lowest unoccupied orbital energy is 3.49 eV. Its net charge is -2. As for the HOMO energy: -0.01745 Eh. For the gap between HOMO and LUMO, the calculation gives 3.961 eV.

Cartesian coordinates (Å):
K1 0.403 -0.669 -0.739
C1 1.240 -1.145 3.606
C2 1.784 0.278 3.558
C3 3.308 0.221 3.465
C4 1.365 1.033 4.823
O1 1.208 0.869 2.375
Si1 1.336 2.388 1.699
S1 0.282 2.438 -0.049
O2 2.931 2.851 1.640
C5 3.911 2.754 0.588
C6 3.731 3.922 -0.381
C7 3.821 1.426 -0.166
C8 5.265 2.867 1.281
O3 0.742 3.365 2.920
C9 0.706 4.771 3.109
C10 0.871 5.582 1.821
C11 1.831 5.132 4.082
C12 -0.653 5.083 3.731
H1 1.671 -1.687 4.453
H2 1.503 -1.668 2.683
H3 0.152 -1.130 3.719
H4 3.717 -0.208 4.386
H5 3.713 1.227 3.333
H6 3.603 -0.407 2.618
H7 1.647 0.453 5.706
H8 0.283 1.197 4.823
H9 1.849 2.011 4.868
H10 2.714 3.906 -0.779
H11 4.440 3.831 -1.211
H12 3.902 4.879 0.129
H13 2.923 1.395 -0.784
H14 3.785 0.573 0.519
H15 4.686 1.300 -0.822
H16 5.289 3.762 1.911
H17 6.067 2.929 0.539
H18 5.441 1.989 1.909
H19 1.882 5.465 1.422
H20 0.689 6.641 2.029
H21 0.174 5.229 1.061
H22 2.775 4.761 3.675
H23 1.659 4.656 5.053
H24 1.898 6.216 4.222
H25 -1.440 4.852 3.008
H26 -0.721 6.138 4.019
H27 -0.804 4.457 4.616
S2 2.914 -1.605 -2.846
C13 4.245 -2.302 -1.932
C14 5.436 -2.610 -2.623
C15 6.530 -3.221 -2.024
C16 6.470 -3.545 -0.672
C17 5.324 -3.228 0.045
C18 4.204 -2.592 -0.530
S3 2.834 -2.228 0.502
H28 5.472 -2.355 -3.676
H29 7.417 -3.448 -2.608
H30 7.305 -4.037 -0.181
H31 5.265 -3.469 1.100
O4 -0.717 -2.433 0.061
S4 -0.631 -3.664 0.908
C19 -2.071 -4.684 0.408
C20 -2.116 -5.132 -1.054
C21 -1.989 -4.035 -2.120
C22 -3.104 -3.004 -2.084
S5 -2.729 -1.414 -2.911
O5 -1.819 -0.658 -2.006
C23 -1.708 -2.043 -4.241
C24 -2.285 -2.759 -5.283
C25 -1.474 -3.247 -6.295
C26 -0.101 -3.015 -6.262
C27 0.465 -2.286 -5.228
C28 -0.349 -1.783 -4.215
C29 0.589 -4.804 0.239
C30 0.825 -5.960 0.965
C31 1.777 -6.867 0.520
C32 2.499 -6.588 -0.634
C33 2.275 -5.412 -1.341
C34 1.329 -4.501 -0.894
H32 -2.929 -4.066 0.687
H33 -2.049 -5.555 1.070
H34 -3.055 -5.678 -1.202
H35 -1.306 -5.842 -1.223
H36 -1.962 -4.513 -3.100
H37 -1.040 -3.525 -1.989
H38 -3.317 -2.657 -1.069
H39 -4.030 -3.370 -2.541
H40 -3.357 -2.942 -5.293
H41 -1.910 -3.816 -7.108
H42 0.530 -3.409 -7.051
H43 1.536 -2.119 -5.162
H44 0.082 -1.194 -3.411
H45 0.280 -6.143 1.888
H46 1.975 -7.769 1.087
H47 3.263 -7.279 -0.971
H48 2.878 -5.154 -2.205
H49 1.191 -3.574 -1.433
N1 -2.051 0.632 1.554
C35 -2.900 -0.437 1.662
C36 -2.807 -1.357 2.723
C37 -3.733 -2.376 2.869
C38 -4.792 -2.521 1.974
C39 -4.890 -1.619 0.918
C40 -3.965 -0.601 0.757
H50 -1.982 1.117 0.670
H51 -1.159 0.620 2.039
H52 -1.993 -1.253 3.429
H53 -3.627 -3.071 3.694
H54 -5.516 -3.317 2.094
H55 -5.703 -1.714 0.205
H56 -4.044 0.088 -0.081


Computed energies relative to the best structure, in kJ/mol: run one 0.0; run two 26.9